No. 1
Here is a structure of composition C37H30BClF9N5O3PbSe from OMol25. Energies are from ωB97M-V/def2-TZVPD.

HOMO-LUMO gap (eV): 6.238
ΔE to the lowest compared entry with this formula, charge and spin (kJ/mol): 110.93
Net charge: 0
E_HOMO (eV): -7.7
Multiplicity: 1
LUMO (eV): -1.51

Each line ends with the Löwdin charge.
Positions of all 88 atoms, in Å:
Pb (-0.77121, 0.72475, 0.21124)  1.3941
C (-2.24216, 2.35962, 3.70717)  -0.0726
O (-1.50895, 1.28573, 3.13996)  -0.1725
C (-0.32603, 0.96434, 3.75249)  -0.3278
C (0.16298, 1.59418, 4.88704)  -0.0339
C (1.41640, 1.24612, 5.37598)  -0.0754
C (2.18085, 0.28127, 4.74052)  -0.0760
C (1.68593, -0.35676, 3.61366)  -0.0203
C (0.43356, -0.02677, 3.12450)  -0.2612
N (-0.11929, -0.64694, 1.97071)  -0.0473
N (0.15241, -1.89021, 1.89235)  0.1304
C (-0.35007, -2.69324, 0.95137)  -0.1634
C (-1.47622, -2.34412, 0.13999)  -0.3297
O (-2.04733, -1.21784, 0.21380)  -0.1111
C (-2.01338, -3.35714, -0.73845)  0.0173
C (-1.45453, -4.57858, -0.81992)  0.0012
C (-0.32507, -4.96253, -0.01217)  -0.1824
C (0.24759, -6.23835, -0.12718)  -0.0388
C (1.32039, -6.60008, 0.65349)  -0.0885
C (1.83970, -5.68348, 1.57527)  -0.0790
C (1.30031, -4.42212, 1.69339)  -0.0392
C (0.20861, -4.03545, 0.89929)  -0.1274
H (-2.55013, 2.12765, 4.72861)  0.1035
H (-3.12647, 2.48818, 3.09024)  0.0747
H (-1.65598, 3.28205, 3.69694)  0.0953
H (-0.41068, 2.36022, 5.38689)  0.1061
H (1.79464, 1.74539, 6.25839)  0.1055
H (3.16265, 0.02698, 5.11687)  0.1046
H (2.26707, -1.09538, 3.07817)  0.0916
H (-2.85871, -3.06392, -1.34739)  0.1212
H (-1.85320, -5.31149, -1.51272)  0.1195
H (-0.17148, -6.93623, -0.84266)  0.1121
H (1.75728, -7.58547, 0.56013)  0.1005
H (2.67930, -5.96520, 2.19819)  0.1039
H (1.71742, -3.70986, 2.39159)  0.1038
C (2.33512, -3.07865, -1.25074)  -0.0311
C (2.81030, -2.13166, -0.24957)  -0.2482
N (3.17354, -1.38218, 0.54097)  0.1774
H (2.49897, -4.09741, -0.90203)  0.0825
H (2.86051, -2.91980, -2.19135)  0.0946
H (1.26669, -2.92420, -1.40064)  0.0727
Cl (-3.15252, 0.39202, -2.75090)  0.8362
C (-4.17893, 0.22962, -1.37108)  -0.5952
C (-5.26291, -0.62873, -1.42783)  -0.0974
C (-6.04390, -0.81989, -0.29937)  -0.0712
C (-5.73997, -0.15062, 0.87873)  -0.0706
C (-4.65933, 0.71002, 0.91906)  -0.0328
C (-3.86121, 0.92646, -0.20337)  -0.3402
C (-2.70029, 1.82864, -0.14874)  -0.1651
H (-5.47832, -1.14962, -2.35069)  0.1074
H (-6.88731, -1.49641, -0.34028)  0.1058
H (-6.34490, -0.30281, 1.76257)  0.1048
H (-4.41561, 1.22323, 1.84016)  0.0998
H (-2.71856, 2.52815, 0.68487)  0.0630
H (-2.45009, 2.33782, -1.07463)  0.0351
C (3.87473, 2.19474, 0.56528)  -0.0244
N (3.09247, 3.22428, -0.10884)  -0.1188
C (3.54367, 4.03708, -1.11930)  -0.0169
C (2.51162, 4.83228, -1.48031)  -0.0198
N (1.44713, 4.50011, -0.68124)  -0.0977
C (0.15991, 5.18052, -0.70725)  0.0028
C (1.80410, 3.50342, 0.13929)  -0.6236
Se (0.79907, 2.67367, 1.48485)  0.8913
H (4.84849, 2.14974, 0.08499)  0.0998
H (3.38667, 1.22819, 0.48140)  0.0483
H (3.99132, 2.45172, 1.61654)  0.0931
H (4.54095, 3.95686, -1.51095)  0.1317
H (2.42732, 5.57331, -2.25366)  0.1390
H (-0.21373, 5.20370, -1.72570)  0.0881
H (0.28446, 6.19018, -0.31790)  0.1029
H (-0.53411, 4.62802, -0.08274)  0.0639
F (-0.64960, 1.84656, -3.92589)  0.1511
B (-0.42933, 2.88666, -3.04974)  -1.2659
F (-0.14431, 2.33742, -1.71028)  -0.0294
F (-1.55684, 3.69421, -2.89572)  0.1203
F (0.69040, 3.63761, -3.40603)  0.1394
F (2.37548, 0.06676, -6.14854)  0.1225
C (1.86382, -0.07309, -4.92276)  -0.1376
C (0.77421, -0.89843, -4.70765)  -0.1385
F (0.23433, -1.56394, -5.73213)  0.1238
C (0.24515, -1.03538, -3.43980)  -0.1539
F (-0.79763, -1.85671, -3.26024)  0.0983
C (0.77606, -0.35957, -2.33923)  -0.2843
O (0.27329, -0.56340, -1.12562)  -0.2049
C (1.89028, 0.43414, -2.58731)  -0.1498
F (2.46691, 1.07709, -1.56504)  0.0974
C (2.42247, 0.59493, -3.85064)  -0.1347
F (3.48377, 1.38802, -4.03073)  0.1201


No. 2
Here is a cluster of 3 separate species, C5H16N2 in total at a distorted geometry from OMol25. Energies are from ωB97M-V/def2-TZVPD.

HOMO-LUMO gap (eV): 5.398
ΔE to the lowest compared entry with this formula, charge and spin (kJ/mol): 1121.29
Net charge: +2
E_HOMO (eV): -17.9
Multiplicity: 1
LUMO (eV): -12.51

Each line ends with the Löwdin charge.
Positions of all 23 atoms, in Å:
C (1.94200, -1.20193, -0.76347)  -0.2034
C (1.44467, -0.37793, 0.36050)  0.1694
C (0.58556, 0.84031, 0.32337)  -0.0222
C (-1.10937, 0.35888, -0.03609)  -0.1126
C (-2.23760, 1.20295, 0.50069)  0.1835
N (-3.84361, -0.83196, 0.62768)  0.2221
N (3.30555, -0.90597, -1.39463)  0.1156
H (2.03986, -2.27155, -0.58126)  0.1459
H (1.37411, -1.01500, -1.78211)  0.1737
H (1.69736, -0.70945, 1.35629)  0.1487
H (2.26420, 4.81281, 1.37021)  0.0286
H (0.38765, 1.45646, 1.22746)  0.1211
H (0.77560, 1.59030, -0.46756)  0.1404
H (-0.98981, -0.66304, 0.21253)  0.0891
H (-0.99829, 0.09791, -1.11765)  0.1357
H (-2.11714, 1.41495, 1.54171)  0.1028
H (-2.39399, 2.23045, -0.06720)  0.1915
H (-3.60350, -1.36127, 1.47597)  0.1019
H (-4.76682, -1.11168, 0.34927)  0.0952
H (-3.25340, 0.02822, 0.52233)  -0.0278
H (3.99841, -1.45837, -0.89235)  0.1049
H (3.58227, 0.08237, -1.42553)  0.1097
H (2.01831, 4.10873, 1.33661)  -0.0139